C27H54BN2O17PS5 | ωB97M-V/def2-TZVPD

Summary:
SMILES   CN(C)B(O)[C@@]1(P(C)C)OC(=O)[C@](CCCCS(=O)(=O)O)(S(C)(=O)=O)[C@H]1c1ccncc1.CCOS(C)(=O)=O.CCOS(C)(=O)=O.CCOS(C)(=O)=O
DFT total energy   -4806.94188 hartree
Kohn-Sham gap   8.1 eV
HOMO   -0.29534 hartree

Structure (ORCA input):
```
! wB97M-V def2-TZVPD RIJCOSX def2/J DEFGRID3
* xyz 0 1
C 2.2653 -3.1668 -0.5483
N 1.3813 -2.4690 0.4215
C 1.0372 -3.2805 1.5940
B 1.8337 -1.1467 0.7387
O 2.1375 -0.7458 2.0340
C 1.9535 0.0025 -0.3712
P 3.6797 0.7346 -0.0593
C 3.5846 2.5140 0.3756
C 4.6583 0.5638 -1.5991
O 2.0373 -0.5056 -1.7475
C 0.9780 -0.2028 -2.4854
O 0.9472 -0.3259 -3.6521
C -0.1283 0.3089 -1.5601
C -0.9947 -0.8970 -1.1319
C -1.1934 -1.9637 -2.2082
C -2.5219 -2.6765 -2.0048
C -2.7623 -3.7544 -3.0617
S -3.1243 -3.0913 -4.6597
O -3.7689 -4.1028 -5.4394
O -1.9639 -2.4727 -5.2285
O -4.1772 -1.9559 -4.3422
S -1.2698 1.4474 -2.3499
C -0.3549 2.4219 -3.5091
O -1.8065 2.3269 -1.3426
O -2.2611 0.7164 -3.0992
C 0.7419 0.9503 -0.4812
C 0.1036 1.4849 0.7687
C 0.1853 2.8300 1.1239
C -0.3989 3.3034 2.2944
N -1.0532 2.5123 3.1499
C -1.1503 1.2284 2.8052
C -0.6149 0.6644 1.6493
H 1.8463 -3.0974 -1.5492
H 3.2612 -2.7340 -0.5898
H 2.3325 -4.2204 -0.3071
H 0.9360 -4.3185 1.2882
H 1.7879 -3.2520 2.3821
H 0.0630 -2.9912 1.9808
H 1.3413 -0.7197 2.5790
H 3.6070 2.5999 1.4533
H 4.4822 2.9687 -0.0278
H 2.7430 3.0310 -0.0745
H 4.4017 1.2372 -2.4134
H 4.6073 -0.4712 -1.9129
H 5.6821 0.7611 -1.2973
H -0.5437 -1.3739 -0.2700
H -1.9824 -0.5592 -0.8265
H -0.3962 -2.7040 -2.2222
H -1.2487 -1.4783 -3.1737
H -2.5762 -3.1538 -1.0268
H -3.3415 -1.9642 -2.0703
H -3.6007 -4.3950 -2.8118
H -1.8881 -4.3752 -3.2290
H -3.8199 -1.1134 -4.6626
H -1.0026 3.2755 -3.6761
H -0.2310 1.8549 -4.4211
H 0.5874 2.7751 -3.1034
H 1.1618 1.8348 -0.9816
H 0.7014 3.5245 0.4778
H -0.3277 4.3540 2.5337
H -1.6878 0.5823 3.4894
H -0.7439 -0.3857 1.4415
C -2.2018 2.1642 6.3241
C -2.6687 3.3382 7.1583
O -4.0875 3.5877 7.0343
S -5.0825 2.5938 7.7705
C -6.5406 3.5576 7.5756
O -4.7251 2.5270 9.1542
O -5.2121 1.3936 7.0049
H -2.6259 1.2282 6.6872
H -1.1155 2.0850 6.3659
H -2.5036 2.2886 5.2868
H -2.4156 3.2109 8.2121
H -2.1922 4.2540 6.8149
H -6.4314 4.4817 8.1356
H -7.3641 2.9671 7.9705
H -6.6909 3.7527 6.5175
C -2.1065 -9.0888 -1.5844
C -2.5332 -9.7412 -2.8846
O -3.1323 -8.8123 -3.8114
S -2.1706 -7.7961 -4.5711
C -3.3311 -7.2153 -5.7506
O -1.1353 -8.5462 -5.2124
O -1.8258 -6.7301 -3.6764
H -1.2957 -8.3798 -1.7420
H -1.7618 -9.8506 -0.8847
H -2.9393 -8.5459 -1.1373
H -1.6985 -10.2493 -3.3699
H -3.3054 -10.4838 -2.6952
H -3.6130 -8.0367 -6.4034
H -2.8451 -6.4237 -6.3159
H -4.1918 -6.8129 -5.2252
C 7.3686 7.9620 1.5068
C 6.0052 7.3483 1.7523
O 5.1434 7.4087 0.5920
S 5.4420 6.4129 -0.6061
C 3.9483 6.6788 -1.4955
O 5.4686 5.0761 -0.0922
O 6.5380 6.9052 -1.3779
H 7.9391 7.3896 0.7776
H 7.9343 7.9861 2.4382
H 7.2687 8.9776 1.1247
H 6.0853 6.3138 2.0891
H 5.4748 7.9049 2.5217
H 3.1122 6.3279 -0.8970
H 4.0252 6.1077 -2.4181
H 3.8575 7.7386 -1.7161
*
```